{"formula": "C43H43MoNO4P2", "method": "the ωB97M-V functional and the def2-TZVPD basis", "symbols": ["Mo", "N", "C", "C", "C", "O", "O", "H", "H", "H", "H", "H", "H", "O", "C", "C", "C", "C", "C", "C", "P", "C", "C", "C", "C", "C", "C", "C", "C", "C", "C", "C", "C", "C", "C", "C", "C", "C", "C", "P", "C", "C", "C", "C", "C", "C", "C", "C", "C", "C", "C", "C", "H", "H", "H", "H", "H", "H", "H", "H", "H", "H", "H", "H", "H", "H", "H", "H", "H", "H", "H", "H", "H", "H", "H", "H", "H", "H", "H", "H", "C", "C", "C", "C", "O", "H", "H", "H", "H", "H", "H", "H", "H", "H"], "coordinates": [[0.5002, -0.0185, -0.6185], [2.6045, 0.0861, -1.5151], [2.9719, 1.2692, -2.3384], [2.8067, 2.5805, -1.5903], [1.3560, 2.9266, -1.3404], [0.8709, 4.0152, -1.4357], [0.6425, 1.8677, -0.9645], [3.2921, -0.0519, -0.7739], [2.6916, -0.7434, -2.0961], [2.3359, 1.2600, -3.2253], [4.0035, 1.1679, -2.6779], [3.2733, 3.3860, -2.1540], [3.3032, 2.5445, -0.6135], [-1.6513, 0.1343, 1.3837], [-2.7973, 0.8381, 1.0599], [-3.5558, 1.5544, 1.9706], [-4.6922, 2.2099, 1.5184], [-5.0613, 2.1638, 0.1799], [-4.2601, 1.4934, -0.7262], [-3.1126, 0.8296, -0.2941], [-1.9658, 0.0910, -1.4657], [-2.1595, 1.0833, -2.9615], [-2.8340, 0.6268, -4.0925], [-3.0152, 1.4724, -5.1772], [-2.5384, 2.7748, -5.1365], [-1.8933, 3.2428, -3.9989], [-1.7069, 2.4049, -2.9133], [-2.5407, -1.5903, -1.7842], [-3.3435, -2.2118, -0.8268], [-3.7818, -3.5122, -1.0226], [-3.4344, -4.1947, -2.1797], [-2.6300, -3.5815, -3.1314], [-2.1678, -2.2903, -2.9292], [-1.3260, -0.1642, 2.6865], [-2.2421, -0.6523, 3.6038], [-1.8215, -0.9005, 4.9000], [-0.5068, -0.6578, 5.2824], [0.4066, -0.2061, 4.3484], [0.0115, 0.0221, 3.0283], [1.2015, 0.5505, 1.7701], [1.6216, 2.2642, 2.1359], [2.7277, 2.6160, 2.9113], [2.9457, 3.9458, 3.2318], [2.0622, 4.9234, 2.7944], [0.9480, 4.5738, 2.0450], [0.7232, 3.2481, 1.7184], [2.6826, -0.4647, 2.0424], [3.9243, -0.0164, 1.5837], [5.0587, -0.7963, 1.7421], [4.9705, -2.0316, 2.3716], [3.7418, -2.4860, 2.8273], [2.6005, -1.7153, 2.6548], [-3.2745, 1.6027, 3.0133], [-5.2937, 2.7658, 2.2250], [-5.9541, 2.6713, -0.1571], [-4.5097, 1.5012, -1.7795], [-3.2488, -0.3690, -4.1306], [-3.5416, 1.1121, -6.0507], [-2.6836, 3.4296, -5.9852], [-1.5387, 4.2638, -3.9491], [-1.2223, 2.7952, -2.0300], [-3.6522, -1.6736, 0.0604], [-4.4133, -3.9842, -0.2819], [-3.7949, -5.2013, -2.3437], [-2.3608, -4.1104, -4.0366], [-1.5214, -1.8370, -3.6702], [-3.2705, -0.8227, 3.3137], [-2.5329, -1.2762, 5.6231], [-0.1977, -0.8297, 6.3039], [1.4349, -0.0321, 4.6410], [3.4104, 1.8623, 3.2810], [3.8042, 4.2177, 3.8310], [2.2396, 5.9609, 3.0438], [0.2576, 5.3340, 1.7062], [-0.1453, 2.9855, 1.1269], [4.0218, 0.9727, 1.1463], [6.0165, -0.4277, 1.3989], [5.8585, -2.6325, 2.5139], [3.6674, -3.4457, 3.3214], [1.6526, -2.0898, 3.0169], [2.7447, -3.1525, -0.6271], [1.2743, -3.1495, -1.0196], [1.1000, -3.4689, -2.4946], [0.4321, -4.0416, -0.1235], [0.7469, -1.8019, -0.7882], [3.0934, -4.1841, -0.5614], [2.8955, -2.6856, 0.3429], [3.3672, -2.6627, -1.3772], [1.7002, -4.3443, -2.7473], [1.4488, -2.6408, -3.1163], [0.0633, -3.6805, -2.7351], [0.7662, -5.0763, -0.2176], [-0.6171, -3.9912, -0.4150], [0.5369, -3.7440, 0.9206]], "multiplicity": 3, "total_energy_ha": -2770.5634, "total_charge": 2, "gap_ev": [7.06, 7.32], "homo_energy_ev": [-13.56, -13.74]}